# 1
# C6H14N4O10Zn

A molecular structure, C6H14N4O10Zn (ωB97M-V/def2-TZVPD, the OMol25 dataset).

```
35
Properties=species:S:1:pos:R:3:lowdin_charge:R:1
Zn 1.50 -0.14 -0.28 0.734
C 2.07 -3.52 0.48 -0.972
O 2.37 -4.01 -0.66 -0.095
O 2.69 -2.48 0.78 -0.198
O 0.99 -3.05 0.14 -0.077
C 0.05 0.11 -3.35 -1.034
O -0.06 0.85 -2.36 -0.169
O -0.65 -0.85 -3.41 0.014
O 1.01 -0.56 -3.04 -0.030
C -0.68 0.70 3.69 -0.792
O 0.00 0.92 2.70 0.008
N -1.92 0.17 3.72 0.139
N -0.39 1.10 4.84 0.144
H -2.30 -0.13 2.83 0.113
H -2.16 -0.28 4.59 0.084
H 0.50 1.57 4.93 0.128
H -0.97 0.87 5.64 0.106
C 5.27 2.84 -0.53 -0.788
O 4.13 2.40 -0.37 -0.002
N 6.16 2.14 -1.08 0.163
N 5.67 4.11 -0.32 0.130
H 5.96 1.17 -1.29 0.142
H 7.08 2.54 -1.11 0.106
H 6.55 4.49 -0.65 0.085
H 5.00 4.68 0.17 0.102
C -4.63 -1.89 -0.83 -0.260
C -5.51 -1.57 -1.97 -0.289
O -4.94 -1.58 -3.26 -0.065
O -3.79 -0.77 -0.59 -0.053
H -4.08 -2.82 -0.87 0.132
H -5.30 -1.96 0.03 0.112
H -6.11 -0.67 -1.92 0.116
H -6.26 -2.36 -1.94 0.105
H -4.03 -1.28 -3.36 0.082
H -3.20 -0.74 -1.34 0.079
```

Properties
gap between HOMO and LUMO: 2.4 eV
charge: -2
M: 367.59 g/mol
ΔE to the lowest compared entry with this formula, charge and spin: 20.660 eV
HOMO energy: 1.85 eV

=====

# 2
# C6H14NO

A gas-phase ion, C6H14NO (charge -1) (ωB97M-V/def2-TZVPD, the OMol25 dataset).

```
22
Properties=species:S:1:pos:R:3:lowdin_charge:R:1
N -1.85 -1.96 -1.95 -0.051
C -0.55 -1.09 -2.23 -0.221
C -0.74 0.41 -1.70 -0.232
C -0.84 0.46 -0.14 -0.234
C 0.50 0.83 0.51 -0.268
C 0.96 -0.05 1.64 -0.237
C 1.94 0.64 2.69 -0.562
O 1.66 0.33 3.95 -0.385
H -1.57 -1.92 -0.92 0.043
H -2.62 -1.31 -2.03 0.019
H 0.23 -1.52 -1.50 0.132
H -0.67 -1.04 -3.35 0.095
H -1.55 0.97 -2.13 0.080
H 0.18 0.97 -1.89 0.077
H -1.58 1.24 -0.03 0.085
H -1.37 -0.47 0.25 0.107
H 0.40 1.84 0.88 0.087
H 1.30 0.77 -0.38 0.135
H 0.07 -0.27 2.24 0.091
H 1.29 -0.99 1.16 0.090
H 3.06 0.41 2.48 0.078
H 1.75 1.75 2.45 0.069
```

Properties
gap between HOMO and LUMO: 5.6 eV
charge: -1
M: 116.18 g/mol
ΔE to the lowest compared entry with this formula, charge and spin: 2.543 eV
HOMO energy: -2.19 eV
structure (SMILES): NCCCCCC[O-]

=====

# 3
# C6H14NO

A molecular structure, C6H14NO (ωB97M-V/def2-TZVPD, the OMol25 dataset).

```
22
Properties=species:S:1:pos:R:3:lowdin_charge:R:1
C -4.48 -0.13 -0.26 -0.211
C -3.03 0.45 -0.46 -0.494
N -2.18 0.08 0.66 -0.189
C -0.73 0.08 0.59 -0.461
C 0.15 -0.85 -0.23 -0.180
C 3.61 1.38 0.06 -0.239
C 3.51 -0.06 0.36 -0.621
O 3.32 -1.00 -0.53 -0.288
H -4.84 0.44 0.62 0.037
H -4.34 -1.18 0.04 0.034
H -5.24 -0.16 -1.05 0.018
H -2.50 0.13 -1.53 0.100
H -3.25 1.58 -0.63 0.052
H -0.34 0.03 1.61 0.065
H -0.32 1.00 0.12 0.070
H 0.16 -0.58 -1.27 0.037
H 1.23 -1.02 0.08 0.037
H -0.11 -1.92 -0.24 0.042
H 3.39 1.61 -1.05 0.037
H 4.23 2.09 0.67 -0.045
H 2.54 0.78 0.58 0.103
H 3.94 -0.54 1.29 0.096
```

Properties
gap between HOMO and LUMO (spin up / spin down): 3.8 / 5.2 eV
charge: -2
expectation value of S²: 0.75
M: 116.18 g/mol
ΔE to the lowest compared entry with this formula, charge and spin: 4.337 eV
2S+1: 2
HOMO energy (spin up / spin down): 2.65 / 1.23 eV

=====

# 4
# C6H14NO

2 unconnected molecules or ions with the total composition C6H14NO (ωB97M-V/def2-TZVPD, the OMol25 dataset).

```
22
Properties=species:S:1:pos:R:3:lowdin_charge:R:1
C 0.75 -0.36 -1.94 -0.149
C -0.21 0.78 -1.60 -0.191
C -0.80 0.55 -0.22 -0.462
C -1.67 -0.53 -0.05 -0.055
C -0.74 1.40 2.10 -0.066
C -0.56 1.57 0.75 -0.246
N 1.61 -0.58 -0.72 0.142
H 1.37 -0.19 -2.82 0.116
H 0.14 -1.24 -2.02 0.105
H -1.04 0.83 -2.31 0.112
H 0.31 1.75 -1.63 0.108
H -1.93 -1.18 -0.87 0.021
H -2.26 -0.55 0.85 0.025
H -0.88 0.38 2.46 0.013
H -0.73 2.17 2.85 0.016
H -0.37 2.58 0.41 0.083
H 1.39 -1.43 -0.19 0.103
H 1.34 0.15 -0.01 0.137
H 2.61 -0.44 -0.87 0.157
H -0.11 -2.13 1.44 0.045
H 1.17 -2.21 2.32 0.064
O 0.84 -1.93 1.45 -0.078
```

Properties
gap between HOMO and LUMO (spin up / spin down): 4.2 / 6.9 eV
expectation value of S²: 0.77
M: 116.18 g/mol
ΔE to the lowest compared entry with this formula, charge and spin: 1.963 eV
2S+1: 2
HOMO energy (spin up / spin down): -3.91 / -6.75 eV

=====

# 5
# C6H14NO

A single C6H14NO molecule (ωB97M-V/def2-TZVPD, the OMol25 dataset).

```
22
Properties=species:S:1:pos:R:3:lowdin_charge:R:1
C 0.26 -1.94 -0.60 -0.277
O -0.44 -2.50 -1.68 -0.117
C -0.64 -0.97 0.18 -0.351
C 0.27 -0.14 1.14 -0.176
C -0.07 1.33 1.33 -0.223
C 1.65 2.11 -0.38 0.002
C 0.55 2.28 0.33 -0.213
N -1.41 -0.19 -0.87 0.128
H 0.75 -2.66 0.06 0.125
H 1.08 -1.39 -1.09 0.116
H -0.81 -3.38 -1.57 0.086
H -1.22 -1.61 0.83 0.100
H 1.30 -0.38 0.91 0.094
H 0.16 -0.65 2.10 0.114
H 0.30 1.69 2.29 0.120
H -1.14 1.47 1.28 0.078
H 2.08 2.85 -1.03 0.057
H 2.10 1.13 -0.28 0.046
H 0.01 3.22 0.32 0.092
H -0.96 -0.24 -1.79 0.098
H -1.51 0.79 -0.56 0.067
H -2.32 -0.78 -0.93 0.035
```

Properties
gap between HOMO and LUMO (spin up / spin down): 4.2 / 10.8 eV
expectation value of S²: 0.75
M: 116.18 g/mol
ΔE to the lowest compared entry with this formula, charge and spin: 2.729 eV
2S+1: 2
HOMO energy (spin up / spin down): -3.22 / -10.18 eV

=====

# 6
# C6H14NO

2 unconnected molecules or ions with the total composition C6H14NO (ωB97M-V/def2-TZVPD, the OMol25 dataset).

```
22
Properties=species:S:1:pos:R:3:lowdin_charge:R:1
C 0.69 -2.06 -2.30 -0.060
C -0.10 -1.06 -1.45 -0.074
C -1.38 -1.30 -1.16 -0.083
N -2.15 -0.48 -0.20 0.193
H 0.25 -3.04 -2.37 0.078
H 0.77 -1.73 -3.34 0.091
H 1.66 -2.27 -1.83 0.094
H 0.48 -0.31 -0.85 0.116
H -1.91 -2.16 -1.45 0.117
H -1.52 0.18 0.29 0.084
H -2.89 0.07 -0.63 0.171
H -2.59 -1.08 0.51 0.181
O 3.25 1.33 0.76 0.046
C 2.30 1.55 1.54 -0.221
C 0.93 1.93 1.08 -0.202
C -0.25 1.14 1.72 -0.104
H 2.38 1.49 2.59 0.109
H 0.90 1.87 0.00 0.098
H 0.74 2.97 1.32 0.126
H -0.17 0.07 1.48 0.073
H -1.20 1.63 1.49 0.080
H -0.17 1.26 2.80 0.089
```

Properties
gap between HOMO and LUMO: 9.5 eV
charge: +1
M: 116.18 g/mol
ΔE to the lowest compared entry with this formula, charge and spin: 1.934 eV
HOMO energy: -13.06 eV

=====

# 7
# C6H14NO

2 unconnected molecules or ions with the total composition C6H14NO (ωB97M-V/def2-TZVPD, the OMol25 dataset).

```
22
Properties=species:S:1:pos:R:3:lowdin_charge:R:1
O 1.99 -0.69 -0.98 0.183
C 0.84 -0.94 -0.77 -0.177
C 0.18 -0.81 0.56 0.213
C -1.23 -0.86 0.61 -0.135
C -1.93 0.19 -0.27 -0.388
C -3.44 0.10 -0.17 -0.051
C -1.44 1.59 0.19 -0.025
N 4.43 0.83 0.46 0.020
H 0.17 -1.15 -1.61 0.147
H 0.76 -0.67 1.47 0.172
H -1.52 -1.86 0.23 0.198
H -1.53 -0.87 1.66 0.153
H -1.67 0.09 -1.32 0.135
H -3.76 0.32 0.85 0.099
H -3.76 -0.94 -0.29 0.089
H -4.00 0.66 -0.92 0.103
H -1.87 1.82 1.16 0.098
H -1.68 2.41 -0.47 0.098
H -0.34 1.53 0.31 0.086
H 4.32 -0.13 0.72 -0.007
H 5.35 1.04 0.11 0.012
H 3.65 1.14 -0.09 -0.023
```

Properties
gap between HOMO and LUMO: 3.8 eV
charge: +1
M: 116.18 g/mol
ΔE to the lowest compared entry with this formula, charge and spin: 4.161 eV
HOMO energy: -12.20 eV

=====

# 8
# C6H14NO

2 unconnected molecules or ions with the total composition C6H14NO (ωB97M-V/def2-TZVPD, the OMol25 dataset).

```
22
Properties=species:S:1:pos:R:3:lowdin_charge:R:1
O -0.12 1.97 1.13 0.189
C 0.50 1.28 0.37 -0.194
C 0.92 -0.11 0.53 0.218
C 1.33 -0.86 -0.65 -0.094
C 0.14 -0.97 -1.76 -0.376
C 0.60 -1.65 -3.05 -0.036
C -1.03 -1.65 -1.07 -0.046
N -1.71 1.94 3.85 0.021
H 0.63 1.65 -0.67 0.155
H 1.27 -0.44 1.51 0.170
H 2.21 -0.34 -1.06 0.188
H 1.51 -1.92 -0.44 0.139
H -0.10 0.09 -1.85 0.116
H 0.63 -2.72 -2.83 0.094
H 1.60 -1.29 -3.30 0.089
H -0.10 -1.53 -3.87 0.099
H -0.81 -2.69 -0.82 0.103
H -1.94 -1.56 -1.67 0.104
H -1.23 -1.18 -0.09 0.088
H -0.76 2.09 4.10 -0.013
H -2.34 2.44 4.45 0.010
H -1.87 2.15 2.87 -0.023
```

Properties
gap between HOMO and LUMO: 3.7 eV
charge: +1
M: 116.18 g/mol
ΔE to the lowest compared entry with this formula, charge and spin: 4.467 eV
HOMO energy: -12.25 eV

=====

# 9
# C6H14NO

A gas-phase ion, C6H14NO (charge +1) (ωB97M-V/def2-TZVPD, the OMol25 dataset).

```
22
Properties=species:S:1:pos:R:3:lowdin_charge:R:1
C 1.45 0.49 1.87 0.094
C 0.94 -0.52 1.15 -0.330
C 0.50 -1.65 2.00 -0.041
C -1.81 0.42 -0.59 -0.013
C -0.39 0.61 -0.57 -0.302
C 0.62 -0.55 -0.29 -0.214
N 0.03 1.32 -1.85 0.161
O 1.79 0.08 -0.91 -0.041
H 1.78 1.33 1.38 0.061
H 1.51 0.51 2.87 0.052
H 1.33 -1.84 2.82 0.140
H -0.43 -1.61 2.56 0.088
H 0.44 -2.61 1.41 0.103
H -2.07 1.41 -0.51 0.074
H -2.23 -0.04 -1.41 0.087
H -2.20 -0.08 0.26 0.110
H -0.01 1.52 0.01 0.175
H 0.32 -1.55 -0.51 0.151
H -0.75 2.07 -2.08 0.220
H 0.97 1.59 -1.52 0.146
H 0.04 0.90 -2.80 0.184
H 2.47 0.11 -0.24 0.094
```

Properties
gap between HOMO and LUMO (spin up / spin down): 6.3 / 9.3 eV
charge: +1
expectation value of S²: 2.01
M: 116.18 g/mol
ΔE to the lowest compared entry with this formula, charge and spin: 1.527 eV
2S+1: 3
HOMO energy (spin up / spin down): -9.56 / -15.35 eV

=====

# 10
# C6H14NS

A molecular structure, C6H14NS (ωB97M-V/def2-TZVPD, the OMol25 dataset).

```
22
Properties=species:S:1:pos:R:3:lowdin_charge:R:1
C 1.52 -1.32 -0.27 -0.333
C 2.68 -0.72 0.48 -0.723
S 3.70 0.45 -0.57 0.130
C 0.76 -0.33 -1.14 -0.262
N -0.90 -0.08 -0.25 0.113
C -3.49 -0.61 1.80 -0.069
C 0.06 0.85 -0.36 -0.527
C -0.27 2.10 -1.23 -0.073
H 0.81 -1.89 0.34 0.091
H 1.88 -2.19 -0.85 0.102
H 2.40 -0.23 1.42 0.033
H 3.37 -1.52 0.81 0.028
H 0.12 -0.73 -1.93 0.117
H 1.57 0.20 -1.72 0.056
H -3.22 -0.88 0.78 -0.006
H -4.49 -0.16 1.79 0.006
H -3.49 -1.42 2.53 0.008
H -2.68 0.07 2.09 0.006
H 0.59 1.20 0.54 0.124
H 0.00 3.01 -0.69 0.060
H 0.41 2.16 -2.08 0.063
H -1.33 2.04 -1.48 0.057
```

Properties
gap between HOMO and LUMO: 6.3 eV
charge: -1
M: 132.25 g/mol
ΔE to the lowest compared entry with this formula, charge and spin: 4.109 eV
HOMO energy: -2.80 eV

=====

Q: Look up the M of the first one.
A: 367.59 g/mol